(1)
Entry from the OMol25 dataset: a cluster of 8 separate species, C36H86FNO19 in total in a non-equilibrium geometry (ωB97M-V with the def2-TZVPD basis set).

Its net charge is 0. The total energy is -81823.8419 eV. As for the multiplicity: 1. The largest force on an atom is 4.5 eV/A. Its SMILES is C[C@@H](O)CNCCOOC(=O)O[C@@H](C)F.COCCOC.COCCOC.COCCOC.COCCOC.COCCOC.COCCOC.COCCOC.

Last column: Mulliken charge in e.
CARTESIAN COORDINATES (ANGSTROEM)
C1 4.55 2.05 -0.08  0.558
C2 5.03 1.11 -1.21  -0.170
O1 6.02 0.20 -0.72  -0.624
C3 3.91 0.26 -1.86  -0.204
N1 2.97 1.16 -2.58  -0.120
C4 1.56 0.96 -2.19  -1.197
C5 1.26 1.28 -0.73  -0.514
O2 1.39 0.13 0.10  0.351
O3 0.80 0.37 1.35  -0.375
C6 1.80 0.21 2.27  0.409
O4 2.29 1.12 2.75  -0.407
O5 2.20 -1.05 2.64  -0.262
C7 3.30 -1.48 1.86  1.022
C8 4.22 -2.39 2.65  -1.589
F1 2.85 -2.15 0.76  -0.285
H1 3.95 2.85 -0.54  -0.310
H2 3.84 1.46 0.53  -0.657
H3 5.35 2.43 0.56  0.365
H4 5.45 1.72 -2.03  0.468
H5 5.55 -0.40 -0.13  0.345
H6 3.42 -0.42 -1.15  -0.095
H7 4.42 -0.37 -2.60  0.403
H8 3.03 0.86 -3.55  0.305
H9 1.15 -0.04 -2.44  0.592
H10 0.97 1.68 -2.77  0.351
H11 1.81 2.15 -0.34  0.083
H12 0.20 1.58 -0.69  0.594
H13 3.85 -0.59 1.55  -0.129
H14 4.86 -2.90 1.91  0.428
H15 3.64 -3.15 3.18  0.353
H16 4.89 -1.85 3.33  0.363
C9 -3.70 -3.70 -2.01  -0.719
O6 -2.55 -3.67 -2.84  -0.422
C10 -2.41 -2.44 -3.55  -0.185
C11 -1.36 -1.56 -2.90  -0.475
O7 -1.79 -1.12 -1.62  -0.413
C12 -1.21 -1.85 -0.55  -0.461
H17 -3.61 -4.57 -1.36  0.223
H18 -3.77 -2.80 -1.38  0.303
H19 -4.60 -3.80 -2.61  0.374
H20 -3.36 -1.92 -3.62  0.384
H21 -2.08 -2.69 -4.56  0.012
H22 -1.21 -0.67 -3.51  0.343
H23 -0.40 -2.08 -2.83  0.285
H24 -0.16 -1.56 -0.42  0.085
H25 -1.27 -2.93 -0.71  0.393
H26 -1.75 -1.60 0.36  0.231
C13 0.29 -0.44 7.67  -0.706
O8 -0.89 0.27 7.33  -0.248
C14 -0.96 1.56 7.94  -0.546
C15 -0.61 2.64 6.94  -0.499
O9 0.75 2.57 6.55  -0.399
C16 0.92 1.94 5.29  -0.877
H27 0.36 -1.30 7.00  0.119
H28 1.19 0.17 7.54  0.379
H29 0.23 -0.80 8.70  0.313
H30 -0.31 1.62 8.82  0.353
H31 -1.99 1.70 8.27  0.353
H32 -0.76 3.62 7.40  0.407
H33 -1.27 2.57 6.07  0.299
H34 0.59 2.61 4.49  0.364
H35 0.36 1.00 5.23  0.283
H36 1.98 1.73 5.15  0.369
C17 5.52 5.40 2.25  -0.928
O10 5.61 5.38 0.83  -0.072
C18 5.65 6.68 0.27  -0.179
C19 7.06 7.07 -0.14  -0.636
O11 7.91 7.21 1.00  -0.379
C20 8.75 6.10 1.20  -0.627
H37 5.71 4.39 2.61  0.236
H38 6.26 6.07 2.69  0.397
H39 4.52 5.70 2.56  0.313
H40 5.23 7.42 0.96  0.413
H41 5.02 6.67 -0.62  -0.002
H42 7.03 8.04 -0.64  0.393
H43 7.47 6.33 -0.84  0.320
H44 9.56 6.09 0.45  0.328
H45 8.20 5.15 1.15  0.212
H46 9.20 6.19 2.19  0.241
C21 2.61 5.23 -1.90  -1.166
O12 1.69 4.63 -2.80  -0.285
C22 0.43 5.27 -2.80  -0.458
C23 0.26 6.16 -4.02  -0.695
O13 1.14 7.27 -3.97  -0.375
C24 2.28 7.11 -4.81  -0.669
H47 3.60 4.82 -2.11  0.289
H48 2.66 6.31 -2.02  0.547
H49 2.34 4.97 -0.87  0.462
H50 0.27 5.84 -1.88  0.354
H51 -0.33 4.48 -2.84  0.396
H52 -0.76 6.56 -4.03  0.399
H53 0.41 5.59 -4.94  0.327
H54 1.99 7.23 -5.86  0.335
H55 2.75 6.14 -4.66  0.250
H56 3.00 7.89 -4.55  0.244
C25 -4.20 -1.99 -7.79  -0.793
O14 -2.91 -2.42 -7.38  -0.366
C26 -2.81 -3.83 -7.28  -0.195
C27 -2.10 -4.42 -8.48  -0.736
O15 -2.87 -4.27 -9.67  -0.365
C28 -2.41 -3.21 -10.49  -0.695
H57 -4.14 -0.94 -8.05  0.254
H58 -4.56 -2.55 -8.66  0.359
H59 -4.91 -2.11 -6.96  0.317
H60 -3.80 -4.28 -7.16  0.337
H61 -2.23 -4.05 -6.38  0.308
H62 -1.97 -5.50 -8.32  0.372
H63 -1.11 -3.98 -8.60  0.359
H64 -1.47 -3.50 -10.99  0.324
H65 -2.25 -2.29 -9.92  0.291
H66 -3.16 -3.02 -11.25  0.243
C29 -5.28 -5.02 1.14  -1.197
O16 -6.44 -4.67 0.40  -0.354
C30 -7.58 -5.43 0.77  -0.495
C31 -8.50 -4.64 1.67  -0.530
O17 -7.91 -4.39 2.93  -0.398
C32 -7.40 -3.07 3.05  -0.522
H67 -4.52 -4.26 0.96  0.353
H68 -5.48 -5.06 2.22  0.642
H69 -4.90 -5.99 0.80  0.340
H70 -7.28 -6.37 1.25  0.301
H71 -8.11 -5.68 -0.16  0.426
H72 -9.41 -5.23 1.85  0.381
H73 -8.81 -3.70 1.19  0.307
H74 -8.22 -2.35 3.17  0.344
H75 -6.79 -2.79 2.19  0.251
H76 -6.77 -3.03 3.94  0.097
C33 -0.50 -3.27 4.09  -0.487
O18 -1.10 -3.80 5.27  -0.417
C34 -2.22 -3.04 5.70  -0.300
C35 -3.53 -3.71 5.32  -0.913
O19 -3.72 -3.71 3.91  -0.187
C36 -3.43 -4.97 3.32  -0.949
H77 0.20 -4.01 3.71  0.325
H78 -1.24 -3.05 3.32  0.280
H79 0.05 -2.36 4.34  0.118
H80 -2.18 -2.02 5.31  0.323
H81 -2.16 -2.98 6.79  0.411
H82 -4.36 -3.13 5.75  0.385
H83 -3.58 -4.72 5.72  0.406
H84 -4.23 -5.68 3.55  0.498
H85 -2.47 -5.37 3.66  0.396
H86 -3.39 -4.83 2.24  0.191

(2)
Entry from the OMol25 dataset: a cluster of 7 separate species, C36H87N15O4P4 in total in a non-equilibrium geometry (ωB97M-V with the def2-TZVPD basis set).

Its net charge is 0. The total energy is -106444.9599 eV. As for the multiplicity: 1. The largest force on an atom is 1.8 eV/A. Its SMILES is CN(C)P(=O)(N(C)C)N(C)C.CN(C)P(=O)(N(C)C)N(C)C.CN(C)P(=O)(N(C)C)N(C)C.CN(C)P(=O)(N(C)C)N(C)C.c1cc[nH]c1.c1cc[nH]c1.c1cc[nH]c1.

Last column: Mulliken charge in e.
CARTESIAN COORDINATES (ANGSTROEM)
N1 3.39 3.26 1.50  0.070
C1 2.50 2.84 0.55  -1.199
C2 2.69 1.50 0.34  0.251
C3 3.66 1.05 1.27  -0.545
C4 4.11 2.18 1.94  -0.604
H1 3.51 4.21 1.79  0.209
H2 1.89 3.53 -0.01  0.517
H3 2.09 0.89 -0.31  0.591
H4 4.04 0.06 1.45  0.294
H5 4.83 2.29 2.74  0.408
N2 -3.67 -2.96 -7.22  -0.002
C5 -2.45 -2.36 -7.03  -0.556
C6 -2.68 -0.99 -6.98  -0.332
C7 -4.07 -0.79 -7.00  -0.543
C8 -4.67 -2.02 -7.18  -0.424
H6 -3.84 -3.94 -7.28  0.182
H7 -1.56 -2.94 -6.90  0.413
H8 -1.89 -0.29 -6.76  0.540
H9 -4.67 0.10 -6.98  0.362
H10 -5.70 -2.20 -7.44  0.360
N3 -0.54 0.09 -3.22  0.393
C9 -1.69 0.82 -3.27  -1.078
C10 -2.12 0.96 -1.98  -0.627
C11 -1.15 0.39 -1.14  0.339
C12 -0.16 -0.16 -1.93  -1.694
H11 0.01 -0.11 -4.05  0.204
H12 -2.04 1.17 -4.22  0.511
H13 -3.00 1.38 -1.51  0.490
H14 -1.15 0.37 -0.06  1.058
H15 0.80 -0.62 -1.77  0.431
O1 -2.10 6.50 1.34  -0.898
P1 -2.33 5.38 2.29  0.382
N4 -3.68 5.52 3.25  0.406
C13 -5.01 5.36 2.67  -1.133
C14 -3.62 6.30 4.47  -1.078
N5 -1.05 5.17 3.39  0.203
C15 0.23 5.79 3.14  -0.874
C16 -1.06 4.01 4.27  -0.984
N6 -2.49 3.89 1.53  0.335
C17 -3.25 2.73 1.99  -1.056
C18 -1.37 3.49 0.65  -0.357
H16 -4.91 4.92 1.67  0.311
H17 -5.48 6.33 2.53  0.383
H18 -5.62 4.68 3.26  0.338
H19 -4.48 6.01 5.08  0.367
H20 -3.63 7.38 4.33  0.264
H21 -2.76 6.04 5.08  0.368
H22 0.75 6.01 4.08  0.380
H23 0.90 5.17 2.53  0.121
H24 0.05 6.75 2.66  0.338
H25 -0.18 4.07 4.90  0.458
H26 -1.99 4.05 4.85  0.321
H27 -1.09 3.07 3.71  0.130
H28 -3.81 2.92 2.90  0.367
H29 -3.98 2.48 1.21  0.344
H30 -2.59 1.86 2.12  0.397
H31 -1.26 4.19 -0.18  0.281
H32 -1.55 2.51 0.23  -0.396
H33 -0.50 3.48 1.31  0.232
O2 1.52 0.03 -5.46  -0.963
P2 2.72 0.87 -5.28  0.479
N7 2.42 2.45 -4.75  0.229
C19 1.67 3.29 -5.68  -1.030
C20 1.89 2.55 -3.40  -0.505
N8 3.59 1.07 -6.71  0.072
C21 2.93 0.71 -7.95  -1.094
C22 4.75 1.95 -6.80  -1.102
N9 3.78 0.28 -4.14  0.349
C23 3.66 -1.13 -3.76  -1.096
C24 4.82 1.06 -3.48  -0.734
H34 0.73 2.83 -5.98  0.293
H35 2.29 3.53 -6.55  0.283
H36 1.36 4.22 -5.20  0.431
H37 1.97 3.56 -2.99  0.426
H38 2.34 1.84 -2.70  -0.362
H39 0.82 2.32 -3.36  0.329
H40 2.32 -0.18 -7.81  0.302
H41 2.27 1.50 -8.33  0.308
H42 3.64 0.42 -8.73  0.466
H43 4.54 2.93 -6.35  0.389
H44 5.67 1.55 -6.39  0.234
H45 4.86 2.22 -7.86  0.431
H46 2.60 -1.40 -3.73  0.263
H47 4.09 -1.80 -4.51  0.300
H48 4.14 -1.35 -2.81  0.431
H49 5.54 1.48 -4.18  0.153
H50 5.43 0.47 -2.80  0.411
H51 4.38 1.87 -2.88  0.280
O3 3.93 -4.66 -0.43  -0.914
P3 3.26 -4.68 0.88  0.350
N10 4.25 -4.36 2.22  0.350
C25 5.02 -5.44 2.81  -0.969
C26 4.91 -3.04 2.19  -0.841
N11 2.51 -6.13 1.27  0.267
C27 1.87 -6.30 2.57  -1.255
C28 2.13 -7.06 0.24  -0.986
N12 2.07 -3.49 0.94  0.437
C29 1.52 -2.92 2.17  -1.006
C30 1.27 -3.26 -0.25  -0.878
H52 5.45 -5.14 3.76  0.340
H53 5.73 -5.86 2.10  0.323
H54 4.33 -6.25 3.05  0.272
H55 5.24 -2.84 3.21  0.405
H56 4.18 -2.30 1.85  0.035
H57 5.75 -3.06 1.49  0.328
H58 2.08 -5.50 3.27  0.370
H59 0.78 -6.26 2.43  0.364
H60 2.22 -7.24 3.01  0.415
H61 2.96 -7.22 -0.46  0.317
H62 1.99 -8.05 0.68  0.355
H63 1.26 -6.84 -0.37  0.266
H64 0.47 -3.17 2.31  0.203
H65 2.12 -3.23 3.02  0.486
H66 1.64 -1.84 2.05  0.311
H67 0.76 -2.30 -0.18  0.011
H68 0.48 -4.01 -0.36  0.313
H69 1.89 -3.26 -1.14  0.376
O4 -5.11 -0.48 3.52  -0.958
P4 -3.83 -1.21 3.60  0.179
N13 -3.19 -1.61 2.09  0.633
C31 -3.88 -1.09 0.92  -1.093
C32 -1.97 -2.34 1.88  -1.466
N14 -3.89 -2.69 4.40  0.370
C33 -4.43 -3.86 3.69  -1.094
C34 -4.17 -2.70 5.84  -0.975
N15 -2.64 -0.35 4.42  0.615
C35 -3.08 0.79 5.21  -1.277
C36 -1.35 -0.91 4.80  -1.208
H70 -4.25 -0.07 1.02  0.205
H71 -4.64 -1.77 0.52  0.271
H72 -3.14 -1.04 0.11  0.373
H73 -1.99 -2.87 0.93  0.637
H74 -1.74 -3.05 2.68  0.591
H75 -1.08 -1.70 1.76  0.169
H76 -5.53 -3.83 3.75  0.341
H77 -4.16 -3.84 2.64  0.306
H78 -4.10 -4.76 4.21  0.363
H79 -5.14 -2.24 6.03  0.301
H80 -4.16 -3.70 6.24  0.364
H81 -3.42 -2.06 6.31  0.254
H82 -3.24 0.55 6.28  0.355
H83 -2.33 1.59 5.26  0.318
H84 -4.01 1.17 4.81  0.393
H85 -1.41 -1.97 5.02  0.389
H86 -0.95 -0.43 5.69  0.478
H87 -0.60 -0.73 4.02  0.181

(3)
Entry from the OMol25 dataset: a cluster of 6 separate species, C36H87N3 in total in a non-equilibrium geometry (ωB97M-V with the def2-TZVPD basis set).

Its net charge is 0. The total energy is -43196.7532 eV. As for the multiplicity: 1. The largest force on an atom is 8.1 eV/A. Its SMILES is CCN(CC)CC.CCN(CC)CC.CCN(CC)CC.CCCCCC.CCCCCC.CCCCCC.

Last column: Mulliken charge in e.
CARTESIAN COORDINATES (ANGSTROEM)
C1 -1.55 1.51 0.20  -0.953
C2 -2.64 1.40 1.25  0.167
N1 -3.93 1.97 0.91  -0.010
C3 -5.18 1.40 1.66  -0.852
C4 -5.31 1.77 3.15  -0.291
C5 -3.80 3.51 0.94  -0.074
C6 -5.05 4.09 0.17  -1.325
H1 -1.85 1.17 -0.96  0.045
H2 -0.48 0.92 0.31  -0.130
H3 -1.32 2.48 0.06  0.518
H4 -2.54 1.94 2.19  0.099
H5 -2.85 0.25 1.21  0.154
H6 -5.33 0.36 1.70  0.448
H7 -6.20 1.68 1.12  0.282
H8 -6.20 1.16 3.47  0.403
H9 -5.73 2.82 3.35  0.180
H10 -4.25 1.79 3.47  -0.251
H11 -3.07 3.99 0.39  0.482
H12 -3.75 3.88 2.08  -0.008
H13 -5.89 3.76 0.70  0.318
H14 -5.05 3.59 -0.77  0.369
H15 -4.86 5.26 -0.04  0.325
C7 -3.88 3.31 6.06  -1.317
C8 -2.55 2.84 5.56  -0.392
N2 -1.43 2.58 6.62  0.270
C9 -1.83 1.63 7.74  -0.699
C10 -1.89 0.15 7.22  -0.674
C11 -0.03 2.55 6.24  -0.384
C12 0.47 4.01 6.15  -1.019
H16 -4.38 3.79 5.13  0.353
H17 -3.78 4.26 6.81  0.232
H18 -4.40 2.48 6.57  0.383
H19 -2.21 3.70 5.05  0.231
H20 -2.45 1.98 4.86  0.320
H21 -2.81 1.99 7.93  0.296
H22 -1.08 1.69 8.50  0.441
H23 -2.50 0.00 6.29  0.192
H24 -2.03 -0.60 8.03  0.378
H25 -0.88 -0.10 6.85  0.085
H26 0.10 2.06 5.27  0.067
H27 0.59 1.69 6.82  0.370
H28 -0.33 4.77 5.67  0.222
H29 1.56 3.86 5.88  0.353
H30 0.58 4.38 7.26  0.243
C13 8.56 -1.27 -3.70  -1.072
C14 7.25 -0.69 -4.40  -0.491
N3 6.03 -1.04 -3.67  0.288
C15 4.87 -0.09 -3.97  -0.133
C16 4.43 -0.18 -5.42  -1.109
C17 5.81 -2.40 -3.63  -0.119
C18 4.63 -2.76 -2.66  -1.106
H31 8.43 -1.08 -2.61  0.310
H32 9.62 -0.95 -4.06  0.336
H33 8.50 -2.41 -3.78  0.279
H34 7.57 -0.81 -5.60  0.205
H35 7.52 0.45 -4.32  0.254
H36 5.26 0.83 -3.87  0.439
H37 4.03 -0.34 -3.17  -0.330
H38 3.66 0.59 -5.81  0.313
H39 3.92 -1.03 -5.90  0.325
H40 5.24 0.01 -6.17  0.356
H41 6.82 -3.15 -3.67  0.146
H42 5.26 -2.77 -4.49  0.176
H43 3.49 -2.33 -3.00  -0.025
H44 4.74 -2.42 -1.58  0.202
H45 4.40 -3.71 -2.65  0.704
C19 1.57 -1.28 4.21  -1.680
C20 1.81 -1.25 2.67  0.468
C21 1.74 -2.70 2.06  -0.940
C22 1.81 -2.66 0.44  -0.407
C23 0.71 -1.99 -0.32  1.089
C24 0.79 -2.10 -1.80  0.454
H46 1.20 -2.11 4.54  0.629
H47 1.25 -0.30 4.57  0.120
H48 2.42 -1.31 4.78  0.584
H49 2.84 -0.88 2.34  -0.042
H50 1.15 -0.64 2.19  0.066
H51 0.83 -3.27 2.45  0.364
H52 2.67 -3.36 2.48  0.279
H53 1.93 -3.67 0.07  0.429
H54 2.89 -2.29 0.23  -0.077
H55 0.78 -0.91 -0.21  -0.652
H56 -0.41 -2.24 0.11  -0.011
H57 1.81 -1.51 -2.15  -0.881
H58 -0.05 -1.57 -2.56  -0.048
H59 1.06 -3.17 -1.85  0.312
C25 3.33 1.94 0.87  -1.052
C26 3.24 2.49 -0.51  -0.866
C27 2.07 1.89 -1.40  0.695
C28 2.05 2.46 -2.84  -0.641
C29 1.16 1.64 -3.71  0.051
C30 -0.31 1.69 -3.51  -0.918
H60 2.46 2.18 1.34  0.418
H61 4.14 2.45 1.48  0.395
H62 3.60 0.79 0.90  0.034
H63 4.29 2.34 -0.85  0.280
H64 3.29 3.58 -0.56  0.420
H65 1.17 2.39 -0.88  -0.089
H66 2.17 0.90 -1.48  -0.027
H67 3.06 2.30 -3.38  0.151
H68 1.74 3.50 -2.69  0.431
H69 1.40 0.66 -3.63  0.038
H70 1.55 1.91 -4.71  0.242
H71 -0.57 1.11 -2.72  -0.071
H72 -0.91 1.34 -4.41  0.340
H73 -0.73 2.72 -3.29  0.301
C31 -1.61 -5.01 -2.37  -1.553
C32 -2.70 -4.18 -1.56  -0.119
C33 -3.40 -3.16 -2.53  -0.746
C34 -4.28 -3.87 -3.67  -0.610
C35 -4.93 -2.87 -4.57  -0.283
C36 -5.53 -3.63 -5.69  -1.093
H74 -1.04 -5.74 -1.66  0.269
H75 -0.88 -4.58 -3.19  0.248
H76 -2.12 -5.55 -2.95  0.788
H77 -2.02 -3.70 -0.75  0.039
H78 -3.51 -4.95 -1.12  0.288
H79 -2.77 -2.37 -2.96  0.247
H80 -4.28 -2.83 -2.15  0.491
H81 -5.18 -4.43 -3.22  0.264
H82 -3.62 -4.57 -4.20  0.340
H83 -4.13 -2.03 -4.86  0.200
H84 -5.67 -2.35 -4.07  0.341
H85 -4.85 -4.08 -6.35  0.356
H86 -6.34 -2.93 -6.22  0.300
H87 -6.21 -4.40 -5.13  0.247

no.,orbital gap (eV)
1,9.71
2,8.49
3,8.45